This record from OMol25 describes a structure of composition C21H46ILaN4OSi4 in a non-equilibrium geometry. The level of theory is wB97M-V/def2-TZVPD.

```
78
Properties=species:S:1:pos:R:3:forces:R:3:mulliken_charge:R:1
C 0.530 0.337 -7.357 -0.32 0.74 -0.62 -0.79
I 0.180 0.961 -5.307 0.67 -0.23 -1.86 0.56
H -0.310 -0.268 -7.721 0.23 0.24 0.14 0.31
H 1.460 -0.234 -7.348 -0.19 0.12 0.09 0.33
H 0.640 1.264 -7.929 0.00 -0.40 -0.23 0.09
C -0.538 4.053 -1.635 -0.37 0.24 -0.24 -0.51
C -1.585 3.553 -2.325 0.00 0.28 0.62 -0.85
N -1.328 2.208 -2.505 -0.37 1.25 -0.98 -0.29
C -0.079 1.870 -2.015 0.16 2.12 0.78 -0.66
N 0.357 3.021 -1.456 0.50 0.35 -0.23 0.82
H -0.358 5.049 -1.262 0.03 -0.08 -0.08 0.40
H -2.495 3.993 -2.684 -0.05 0.16 -0.03 0.77
C 2.501 -3.181 -1.922 -0.33 -0.96 -0.40 -0.59
C 1.351 -1.367 -2.589 -0.74 3.80 0.19 -0.18
N 2.405 -1.821 -1.826 2.83 -0.24 1.03 0.21
H 1.454 -4.554 -3.308 -0.03 0.09 0.10 0.42
N 0.998 -2.455 -3.368 -1.18 -1.69 -2.28 0.49
H 3.208 -3.746 -1.322 -0.17 0.03 -0.26 0.38
La -0.855 -0.207 -1.754 0.41 -3.94 1.78 0.51
C 1.429 -0.003 -3.198 -1.73 -1.92 1.58 -0.98
O 2.447 0.661 -3.108 1.43 1.15 0.20 -0.55
C 1.620 -3.577 -2.881 0.63 -0.77 0.85 -0.66
C -0.126 -2.509 -4.290 0.54 -0.05 0.47 -0.85
H -1.079 -2.675 -3.748 -0.03 0.00 -0.28 0.30
H 0.045 -3.358 -4.974 -0.18 0.31 0.13 0.34
H -0.193 -1.562 -4.862 0.02 -0.68 0.30 -0.03
C 3.084 -1.066 -0.801 -0.55 -0.38 -0.14 -0.66
H 4.120 -1.419 -0.745 -0.08 0.12 0.12 0.43
H 2.578 -1.212 0.168 0.12 0.14 0.08 0.04
H 3.072 -0.004 -1.051 0.04 -0.17 -0.03 0.12
C 1.552 3.135 -0.638 0.27 -0.25 0.30 -0.71
H 1.875 4.185 -0.615 -0.06 -0.29 -0.13 0.36
H 2.347 2.500 -1.057 -0.34 0.24 0.05 0.18
H 1.349 2.805 0.399 0.00 0.03 -0.45 0.05
C -2.272 1.369 -3.239 -0.40 0.35 -0.75 -0.87
H -1.771 0.589 -3.878 -0.67 0.72 0.48 0.15
H -2.815 2.008 -3.943 0.12 -0.25 0.08 0.13
H -3.043 0.903 -2.581 0.09 0.07 -0.12 0.39
C -3.383 -0.628 0.696 -0.32 -0.32 0.09 -0.81
Si -1.835 -1.431 1.437 1.19 0.90 0.53 -0.53
C -2.295 -2.171 3.117 -0.45 -0.49 -0.16 -1.09
C -1.204 -2.820 0.297 -0.23 -0.30 0.17 -1.25
Si -0.068 0.093 1.667 0.11 0.08 -0.51 1.26
Si -0.947 1.836 2.941 0.33 -1.20 -0.78 0.14
C -2.032 1.268 4.383 -0.19 0.48 0.37 -1.09
C 0.466 2.884 3.634 -0.10 0.41 0.27 -1.14
C -1.995 2.900 1.785 -0.24 0.46 0.33 -0.90
Si 1.383 -0.898 3.246 -0.86 0.40 -1.10 0.19
C 0.859 -0.715 5.054 0.29 -0.18 0.45 -1.21
C 1.590 -2.749 2.923 0.38 -0.18 0.28 -1.12
C 3.065 -0.055 3.057 0.38 -0.18 0.32 -1.25
H -4.228 -1.255 1.035 0.02 0.27 -0.27 0.39
H -3.435 -0.595 -0.413 -0.03 -0.02 0.54 0.43
H -3.534 0.391 1.087 0.03 -0.33 -0.14 0.14
H -2.977 -3.005 2.914 -0.12 -0.15 0.26 0.48
H -1.438 -2.561 3.680 -0.09 0.13 -0.23 0.14
H -2.822 -1.454 3.754 0.11 -0.04 -0.14 0.22
H -1.511 -2.723 -0.768 0.07 -0.23 0.42 0.32
H -0.109 -2.959 0.343 -0.42 0.15 -0.04 0.21
H -1.671 -3.740 0.688 0.13 0.02 -0.44 0.43
H -1.490 0.667 5.124 -0.09 0.08 -0.27 0.24
H -2.396 2.171 4.897 -0.12 -0.14 0.07 0.45
H -2.906 0.696 4.043 0.21 0.17 0.00 0.19
H 1.216 2.297 4.179 -0.20 0.04 -0.11 0.20
H 0.045 3.624 4.332 0.20 0.01 -0.06 0.42
H 0.984 3.428 2.833 -0.12 -0.13 0.12 0.28
H -1.384 3.696 1.339 -0.09 -0.17 -0.05 0.21
H -2.467 2.331 0.971 0.19 0.13 0.24 0.16
H -2.785 3.390 2.372 -0.02 0.04 -0.22 0.39
H -0.080 -1.240 5.275 0.16 0.14 -0.13 0.29
H 1.644 -1.174 5.676 -0.12 0.06 0.02 0.41
H 0.759 0.329 5.378 0.00 -0.22 -0.15 0.28
H 2.139 -2.943 1.993 -0.16 0.09 0.10 0.29
H 2.184 -3.172 3.748 -0.07 -0.12 -0.13 0.37
H 0.637 -3.290 2.879 0.16 0.16 0.01 0.23
H 3.547 -0.315 2.105 -0.20 0.05 0.15 0.30
H 2.993 1.039 3.107 -0.07 -0.22 0.00 0.29
H 3.726 -0.394 3.869 0.07 0.13 -0.10 0.39
```
Forces are in eV/Å.

Computed properties:
- energy above the lowest of the compared OMol25 structures with the same formula, charge and spin (kcal per mole) = 82.7
- HOMO-LUMO gap (alpha / beta) (eV) = 3.12 / 1.05
- DFT total energy (Eh) = -2608.95809
- net charge = -2